# 1
C20H38Ag2N2O8Zn as an isolated structure, computed with ωB97M-V with the def2-TZVPD basis set.

For the relative energy (zero: lowest compared OMol25 entry of this formula, charge and spin), the calculation gives 0.0 kJ/mol. The LUMO energy is -1.64 eV.

Structure (XYZ):
```
71
Properties=species:S:1:pos:R:3:forces:R:3
Zn -21.48327 -31.24529 -24.36511 -0.4450 1.7130 2.0817
Ag -20.54474 -28.46373 -22.76490 -0.1847 -0.1107 -0.3238
Ag -23.22278 -30.80653 -21.40261 -0.0524 0.1770 -0.0223
C -20.39160 -31.19772 -22.10888 -5.3639 2.9787 -1.2178
O -19.80823 -30.85551 -23.12020 8.3488 2.6353 -4.9083
O -20.84984 -30.37656 -21.30309 2.2195 3.2250 5.5885
O -21.30921 -31.92515 -22.48704 -5.6134 -9.0529 -0.5587
C -23.07568 -29.38332 -24.57120 -2.0726 -2.1887 -4.1687
O -23.30486 -30.30751 -23.75770 -2.4681 -4.3601 4.8095
O -23.69410 -29.25252 -25.59722 -3.5394 2.0142 -1.4095
O -21.87658 -29.12177 -24.61655 9.1285 3.0344 0.6448
C -22.60483 -32.04133 -18.32964 -0.7786 0.1592 0.5731
C -23.68470 -30.97346 -18.06092 0.3973 2.2495 0.9341
C -23.00670 -29.54862 -17.72909 -1.0826 0.5126 -0.2575
C -24.02530 -28.30058 -17.70719 0.9660 -1.9434 -1.7785
C -24.83929 -28.36433 -18.99229 -1.1357 0.0549 0.5267
C -25.61904 -29.72265 -19.25931 2.1136 1.3764 2.7194
N -24.61709 -30.80458 -19.21092 2.8770 1.3412 -0.6521
O -25.04711 -32.03548 -19.67164 -0.8124 -0.3673 0.3913
C -26.78653 -29.90069 -18.27246 0.1910 -0.5234 0.7649
C -26.13546 -29.66386 -20.58330 -2.2250 -0.5108 -2.4635
C -24.39561 -31.32414 -16.76967 -0.5791 -1.3743 -0.0188
H -21.87439 -31.91431 -17.53063 0.2844 0.0235 -0.2203
H -22.12998 -32.04202 -19.31077 -0.0359 0.3033 0.0231
H -23.06220 -33.01436 -18.15037 0.0755 -0.1696 -0.2517
H -22.61161 -29.47344 -16.71600 0.3583 -0.9824 0.0174
H -22.17261 -29.47251 -18.42666 -0.0689 0.6427 -0.1672
H -23.50835 -27.34171 -17.74504 0.2764 -0.1592 0.4714
H -24.65908 -28.35564 -16.82211 0.0608 0.0428 0.0060
H -24.27150 -28.00078 -19.84876 0.4657 -0.7712 -0.2130
H -25.57433 -27.56163 -18.93315 -0.6230 -0.1433 0.0630
H -26.70202 -29.32963 -17.34788 0.1376 0.3213 -0.1540
H -27.77316 -29.71234 -18.69577 0.1743 0.0520 -0.1458
H -26.76408 -30.92740 -17.90715 -0.3736 -0.1896 -0.1534
H -26.83160 -28.82575 -20.61584 0.2102 0.2231 -0.5242
H -25.39808 -29.66732 -21.38603 0.0379 0.3694 -0.0278
H -26.76603 -30.54286 -20.71685 -0.0472 -0.1195 -0.4480
H -24.93954 -30.49245 -16.32185 0.2425 -0.1658 0.1234
H -23.71221 -31.83452 -16.09103 0.2052 0.6385 0.3097
H -25.09627 -32.13982 -16.94817 -0.5204 -0.0688 -0.0483
H -25.56924 -32.34022 -18.92590 -0.6008 -0.9555 0.0775
C -16.12689 -29.20473 -25.53702 -0.9623 0.8479 -0.4241
C -15.84529 -29.76250 -24.16180 1.7052 -0.4683 0.4050
C -14.31610 -29.48056 -23.88731 -0.7070 0.1100 0.9057
C -14.02124 -29.79843 -22.46747 0.4580 -0.6795 1.6360
C -14.91156 -29.04407 -21.46722 1.7225 -0.9995 -0.1088
C -16.37633 -29.33682 -21.66773 -1.2528 0.5425 0.9102
N -16.62646 -29.12643 -23.10210 1.4204 1.3853 0.3205
O -17.95279 -28.90185 -23.42705 -0.2894 -0.1167 -0.0763
C -16.91785 -30.69106 -21.05495 0.6938 -0.0091 -0.5154
C -17.06948 -28.22482 -20.84378 -0.1385 1.6083 -0.0683
C -16.00012 -31.29215 -24.26281 0.7249 -0.1211 0.4388
H -16.52265 -28.19133 -25.46985 -0.2598 -0.0453 0.0902
H -16.84772 -29.84204 -26.04921 -0.1326 0.2456 -0.1681
H -15.25622 -29.08596 -26.18193 0.2601 -0.4935 0.2432
H -13.67976 -30.08015 -24.53820 -0.1531 0.1803 -0.2854
H -14.03294 -28.42805 -23.89954 -0.4517 0.2701 -1.0688
H -12.99330 -29.60692 -22.15966 0.2721 0.3114 -0.3989
H -14.09562 -30.86832 -22.27272 -0.3381 -0.2370 0.0523
H -14.67902 -27.97920 -21.45981 -0.3699 0.1966 -0.6145
H -14.49440 -29.33746 -20.50390 -0.7034 -0.3301 0.4377
H -17.36546 -31.30829 -21.83390 -0.4005 0.1516 0.0785
H -16.15055 -31.34218 -20.63612 0.3925 0.2113 0.0078
H -17.61109 -30.48940 -20.23834 -0.1976 -0.0809 -0.2698
H -18.15302 -28.12583 -20.77864 -0.2163 -0.9107 -0.2695
H -16.71902 -28.15237 -19.81421 0.1598 -0.7903 0.1588
H -16.79758 -27.22742 -21.18926 0.2855 0.0102 -0.6194
H -17.03352 -31.61712 -24.38354 0.0472 0.0534 -0.5182
H -15.60405 -31.86702 -23.42570 -0.1146 0.3298 0.4552
H -15.29823 -31.56469 -25.05096 -0.6480 -0.4048 -0.5837
H -18.36740 -29.75223 -23.26413 -0.9544 -0.6989 -0.1427
```
Forces are in eV/Å.


# 2
A 12-piece molecular cluster, C20H38Cl4N10O16 overall, computed with ωB97M-V with the def2-TZVPD basis set.

Its total charge is -1. Its multiplicity is 2. The LUMO energy (spin up / spin down) is 1.34 / 1.34 eV.

Structure (XYZ):
```
88
Properties=species:S:1:pos:R:3:forces:R:3
N -3.67083 -6.81557 2.69034 0.1494 1.6226 0.3823
C -2.54548 -7.06806 1.97871 -0.4459 0.9162 1.4744
C -1.75847 -6.06377 1.41111 -0.9513 0.0228 0.3266
C -2.29103 -4.77976 1.43762 0.2039 0.1110 -0.4378
C -3.48554 -4.49339 2.09066 0.1680 -0.4487 0.4475
C -4.08680 -5.50391 2.83108 1.1775 -2.0179 -1.2488
H -2.19962 -8.07758 2.14500 0.0720 -0.2938 -0.6994
H -0.79599 -6.24403 0.95555 -0.0903 -0.1273 -0.1024
H -1.75782 -3.99464 0.92217 -0.0952 0.0378 -0.1071
H -3.90165 -3.49751 2.05238 0.0588 0.1030 0.1887
H -4.86137 -5.33498 3.56450 -0.3456 0.0030 -0.2351
N 1.14008 -1.09698 -0.00789 -0.7422 0.6063 -0.6386
C 0.06562 -1.68143 -0.62846 1.0716 0.8720 0.9772
C -0.92189 -0.96102 -1.25441 -0.2030 1.2180 -0.6172
C -0.84632 0.42164 -1.26523 1.3025 0.7650 0.7964
C 0.25161 1.09299 -0.61772 -1.4125 -1.7764 -1.1663
C 1.21834 0.27483 -0.03714 -0.9432 -0.7776 -0.6705
H -0.10305 -2.74781 -0.65613 0.6443 -0.4288 0.2813
H -1.70860 -1.44274 -1.81604 -0.2418 -0.4138 0.2151
H -1.60523 0.98278 -1.79017 -0.0707 0.1792 0.0671
H 0.34768 2.16394 -0.71885 0.1352 0.0461 0.3405
H 2.09609 0.78551 0.33050 0.3565 -0.4756 0.4095
C 4.71461 -0.24607 4.56570 -1.0643 0.2902 0.1961
N 3.51762 -0.49508 3.71844 -0.4293 -2.6011 1.2607
O 3.26199 0.22651 2.80663 -0.2450 1.0411 -0.6774
O 2.88241 -1.50239 4.03452 -0.0162 0.7592 -0.4347
H 4.44489 0.69336 5.04821 0.8755 0.4042 -0.3645
H 5.54004 -0.27837 3.85455 0.2431 0.3358 0.6443
H 4.67928 -0.98373 5.36739 0.4651 -0.2094 -0.5266
C -1.34710 5.16976 -3.09842 -0.4750 -0.0803 -0.5822
N -1.41557 4.36372 -1.87734 -0.0682 -1.3637 1.3723
O -0.66421 4.64826 -0.95014 -0.5843 -0.1816 -0.8521
O -2.26822 3.47230 -1.84240 1.0169 1.0941 -0.0998
H -0.35250 5.58516 -3.26067 -0.2861 0.0683 0.3398
H -2.13992 5.89651 -2.92129 0.3154 0.3625 -0.3456
H -1.64577 4.52814 -3.92741 0.0488 0.0927 0.1152
C -3.04934 1.36377 -4.71501 -0.5183 1.0911 1.9815
N -3.80234 0.92353 -5.89194 -2.5766 0.9977 3.4200
O -3.09414 0.64108 -6.77715 0.7897 -1.3063 -3.8026
O -5.05378 0.88702 -5.79711 2.4579 -0.1126 -0.8834
H -3.66961 2.08007 -4.17623 -0.0458 -0.1278 0.0361
H -2.10715 1.85236 -4.96330 -0.1408 -0.4466 -0.4368
H -2.90206 0.52748 -4.03161 0.0010 -0.1462 -0.2821
C -2.21705 -4.85049 -3.59353 -0.7682 -0.4818 0.3418
N -2.45982 -4.26795 -2.29953 -1.5353 -1.1834 -3.7683
O -1.61749 -4.44240 -1.44233 4.1594 -0.6315 4.1797
O -3.40505 -3.46261 -2.18379 -2.4081 2.2816 0.2023
H -2.93690 -5.64268 -3.79935 -0.2352 -0.5011 0.2121
H -1.23408 -5.31395 -3.50940 0.1280 0.4260 -0.7687
H -2.49524 -4.13273 -4.36523 0.8968 0.3824 -0.2865
C 1.62277 2.99931 3.32463 -1.0057 -0.0002 1.2402
N 1.08607 4.26380 2.75192 -1.0496 0.8639 -1.9125
O 1.90918 5.10578 2.41364 -0.3921 -0.3432 0.5142
O -0.12837 4.35969 2.47196 2.2419 -0.5277 1.0914
H 1.86999 2.33333 2.49791 -0.0307 0.0937 0.1702
H 0.82466 2.62768 3.96729 -0.1216 -0.4323 -0.5429
H 2.44102 3.18059 4.02155 0.3089 0.3746 -0.7161
C 2.40108 5.74197 -1.10489 -1.3313 -0.4695 -0.2604
N 3.06996 4.61109 -0.38618 0.7150 1.7262 -1.1391
O 2.63044 3.49189 -0.59453 0.8090 0.4238 1.0090
O 4.01059 4.99845 0.30098 -0.7656 -1.7071 -0.1400
H 3.05964 6.57203 -1.36066 0.0738 -0.3309 0.5808
H 1.57441 5.96965 -0.43192 0.1961 0.6050 0.0919
H 1.89265 5.37106 -1.99484 0.3701 -0.2852 0.0120
C 4.32917 -2.04958 -1.50894 0.9991 0.4269 0.0891
N 4.45724 -0.87950 -0.60140 -0.9713 -0.5255 1.1035
O 4.54848 -1.08099 0.61457 0.3172 0.2537 -1.3955
O 4.35716 0.19359 -1.13228 0.2259 1.0015 0.1794
H 4.65190 -1.68053 -2.48246 -0.1361 -0.1896 0.0704
H 3.27446 -2.32360 -1.53360 0.2259 -0.3257 0.3331
H 5.07083 -2.73179 -1.09345 -0.6671 -0.6110 -0.2561
C -4.23024 -0.34795 0.36693 -1.0009 0.1692 -0.0745
N -4.92849 0.02165 -0.93337 1.0495 0.6636 -0.2333
O -6.12205 0.28567 -0.87055 0.9391 -0.4560 -0.2046
O -4.21296 0.13990 -1.92760 -1.0818 -0.1615 0.8977
H -4.50244 0.45852 1.04783 0.1869 0.0387 -0.0528
H -3.15017 -0.44689 0.25851 -0.3848 -0.1330 -0.3152
H -4.75206 -1.23581 0.72403 0.3665 -0.1375 -0.1314
C -0.31362 -0.94172 3.40769 0.9258 -0.8771 0.2336
Cl -1.90001 -1.38243 2.85340 -0.7093 0.3204 -0.1696
Cl -0.22493 0.15494 4.77728 -0.3720 0.7132 0.4771
H 0.08309 -1.86064 3.83932 0.3826 0.1759 -0.6556
H 0.27858 -0.50942 2.60114 -0.1086 -0.3474 0.0638
C 5.33952 2.19287 1.59963 0.3343 -0.6817 -0.4750
Cl 5.45948 3.08661 3.09672 -0.0271 0.6207 0.3844
Cl 6.58099 2.67251 0.39226 -0.3346 -0.0873 0.4035
H 5.53979 1.16373 1.89771 -0.2095 0.1321 -0.5841
H 4.35884 2.31559 1.13995 0.2335 0.0293 0.1395
```
Forces are in eV/Å.


# 3
A 3-piece molecular cluster, C20H38ClN2O7 overall, computed with ωB97M-V with the def2-TZVPD basis set.

Its multiplicity is 2. The LUMO energy (spin up / spin down) is 0.57 / -0.23 eV.

Structure (XYZ):
```
68
Properties=species:S:1:pos:R:3:forces:R:3
C -2.65333 -0.36577 2.62667 0.3679 0.0483 -0.4774
C -2.72399 -0.56953 1.05979 0.2892 1.0274 0.4954
C -1.27139 -0.41093 0.45850 -0.4717 -1.3998 0.5697
Cl -1.21175 1.05759 -0.61562 0.3925 -1.2865 1.3273
C -0.72782 -1.74025 -0.24087 0.0274 0.7501 0.2359
C -1.58500 -2.14089 -1.49828 -0.5334 0.9258 -0.5163
C -1.20114 -1.44323 -2.82655 0.4822 -0.1029 -0.1317
N -1.83376 -0.46567 -3.34838 0.1987 -0.8142 0.3345
C -0.90500 -2.88045 0.83374 0.2569 0.3277 -0.1112
C 0.13641 -4.05401 0.78757 -2.0486 -1.8688 1.7165
C 0.07986 -4.75216 2.22698 0.8499 0.6844 -0.7870
C -0.33030 -5.19104 -0.21160 0.6214 0.0825 0.6020
N 1.54903 -3.66810 0.56994 -1.0127 1.0109 -3.0298
O 1.99674 -4.17531 -0.55342 0.2439 -0.4982 1.0569
C 1.77059 -2.20420 0.49032 2.3022 2.0886 0.0945
C 1.84939 -1.49522 1.90213 -1.0782 -1.5441 0.2808
C 3.23040 -2.01063 -0.11938 -0.3592 1.1629 0.6829
C 0.80295 -1.48092 -0.52565 0.2259 -1.1679 -0.0567
H -1.72852 -0.82963 3.05718 -0.8342 0.2105 -0.3205
H -3.53528 -0.77938 3.16213 0.5286 0.4389 -0.3909
H -2.55181 0.73407 2.79862 -0.2397 -0.8649 0.1240
H -3.32417 0.28579 0.66417 0.2246 -0.9542 0.1766
H -3.21499 -1.52150 0.76862 0.4265 0.5995 0.2001
H -0.58803 -0.24574 1.32891 -0.3909 0.2302 -0.9213
H -1.57993 -3.24216 -1.64491 0.2479 0.7184 0.0312
H -2.65377 -1.86445 -1.29892 0.8429 -0.2053 -0.1140
H -0.29064 -1.82767 -3.35185 -0.5557 0.0094 0.5474
H -1.37242 -0.19686 -4.22518 -0.1747 -0.0490 0.2498
H -0.88717 -2.42151 1.84964 0.0770 -0.3375 -0.7168
H -1.91943 -3.34308 0.73078 0.8362 0.3439 0.0589
H 1.03868 -5.32356 2.30365 -0.9849 0.1377 0.1476
H 0.09792 -3.95688 3.01148 -0.1784 -0.7962 -0.4079
H -0.80997 -5.40992 2.29616 0.5881 0.4636 0.2129
H 0.37041 -6.04420 -0.07013 -0.4426 0.5610 -0.3824
H -1.33690 -5.57064 0.09615 0.6834 0.6226 -0.3300
H -0.30997 -4.87092 -1.27182 -0.0344 -0.3068 0.6685
H 1.65275 -0.40663 1.85004 0.4978 -0.6574 -0.1222
H 1.06202 -1.93352 2.57254 0.5802 0.4901 -0.4211
H 2.81869 -1.75331 2.38780 -0.6249 0.5055 -0.4163
H 3.95372 -2.74349 0.29633 -0.5883 0.3128 -0.5052
H 3.21713 -1.96093 -1.22578 0.1751 -0.4792 0.7015
H 3.57355 -1.00066 0.23425 -0.2400 -0.7637 -0.3446
H 1.09019 -0.40367 -0.52078 -0.4763 -0.7054 0.0526
H 1.09971 -1.86159 -1.53699 -0.3930 0.1935 0.8264
C 5.35631 4.01732 3.78441 0.3625 0.0443 0.1563
O 4.00553 4.26474 3.39820 -0.0638 -0.0133 -0.0290
C 3.45433 3.27973 2.68570 -0.1374 0.2879 0.0859
O 3.99111 2.25390 2.36566 0.0594 -0.1493 -0.0325
O 2.20155 3.63382 2.39126 0.0590 0.0092 0.0571
C 1.49212 2.66293 1.62517 -0.3363 -0.1417 -0.2488
H 5.69576 4.88010 4.35408 -0.2360 0.0505 -0.0641
H 5.41980 3.13329 4.41927 0.0052 -0.0398 -0.1584
H 5.99376 3.90604 2.90702 -0.0716 -0.1416 0.0414
H 1.40688 1.72594 2.17708 0.1326 0.0320 -0.0567
H 1.97980 2.49986 0.66355 0.0456 -0.1059 0.1028
H 0.49164 3.05050 1.44451 0.1152 0.1698 0.1143
C -2.26450 2.81444 -2.77504 0.1992 -0.1655 0.1651
O -1.91693 4.17632 -3.04859 -0.0560 0.1103 -0.0723
C -2.69295 4.76721 -3.95813 0.2796 0.0277 0.2274
O -3.61695 4.26188 -4.53510 -0.1231 -0.0207 -0.0992
O -2.26205 6.02302 -4.11636 0.0267 -0.0010 0.0215
C -3.00821 6.77733 -5.06884 -0.1137 0.2717 -0.2101
H -1.56525 2.43837 -2.01948 -0.3471 0.9259 -0.9153
H -3.27608 2.74787 -2.37321 0.0207 -0.0214 -0.1370
H -2.16865 2.20451 -3.67071 -0.1557 0.0471 0.0009
H -4.04952 6.86744 -4.75859 0.0228 -0.1363 -0.0898
H -2.94090 6.32347 -6.05788 -0.1265 -0.0632 0.0846
H -2.57030 7.77271 -5.11196 0.1340 -0.1209 0.1653
```
Forces are in eV/Å.


What is the formula in the second record?
C20H38Cl4N10O16